Record 1
Here is a structure of composition C37H27CaCl2N9O12Se from the Open Molecules 2025 dataset. Energies are from ωB97M-V/def2-TZVPD.

Output
LUMO level = 0.123 Ha
E = -185618.7336 eV
gap between HOMO and LUMO = 6.02 eV

```
! wB97M-V def2-TZVPD RIJCOSX def2/J DEFGRID3
* xyz -2 1
Ca -0.98 -0.01 -0.32
C 1.52 -1.53 3.29
O 2.64 -0.76 2.87
C 2.36 0.60 2.73
C 3.02 1.49 3.55
C 2.79 2.86 3.41
C 1.87 3.28 2.47
C 1.19 2.39 1.63
C 0.19 2.99 0.74
N -0.69 2.35 0.08
N -1.56 3.16 -0.65
C -2.58 2.48 -1.11
O -2.87 1.25 -0.89
C -3.47 3.25 -2.04
C -4.72 2.72 -2.36
C -5.56 3.39 -3.24
C -5.16 4.58 -3.82
C -3.91 5.11 -3.51
C -3.07 4.44 -2.63
C 1.47 1.00 1.69
O 1.01 0.10 0.88
H 0.65 -1.34 2.65
H 1.27 -1.29 4.33
H 1.81 -2.57 3.21
H 3.71 1.10 4.29
H 3.31 3.57 4.04
H 1.65 4.34 2.37
H 0.17 4.08 0.69
H -5.01 1.78 -1.91
H -6.53 2.96 -3.49
H -5.80 5.09 -4.52
H -3.58 6.03 -3.97
H -2.09 4.83 -2.39
N 3.68 -6.42 -0.66
C 2.93 -5.55 -0.60
C 1.99 -4.47 -0.51
C 2.25 -3.25 -1.12
C 1.31 -2.24 -0.99
N 0.18 -2.39 -0.29
C -0.07 -3.56 0.27
C 0.80 -4.64 0.20
H 3.16 -3.08 -1.68
H 1.47 -1.27 -1.46
H -1.02 -3.65 0.78
H 0.56 -5.58 0.67
O -8.31 -2.73 2.46
N -7.54 -1.80 2.66
O -7.80 -0.85 3.39
C -6.26 -1.82 2.00
C -5.91 -2.90 1.20
C -4.69 -2.93 0.59
C -3.73 -1.84 0.65
O -2.74 -1.75 -0.09
C -4.13 -0.82 1.61
C -5.35 -0.79 2.23
N -3.18 0.21 1.99
O -3.61 1.27 2.41
O -1.99 -0.07 1.95
N -4.37 -4.15 -0.15
O -5.29 -4.85 -0.54
O -3.20 -4.44 -0.30
H -6.60 -3.72 1.06
H -5.59 0.03 2.89
C 6.08 1.92 -1.95
N 5.41 1.02 -1.05
C 4.05 0.85 -0.98
Se 2.76 1.62 -2.00
N 3.84 -0.08 0.00
C 5.04 -0.50 0.55
C 5.36 -1.42 1.53
C 6.71 -1.61 1.81
C 7.71 -0.91 1.13
C 7.39 0.01 0.14
C 6.05 0.20 -0.14
H 5.31 2.38 -2.57
H 6.78 1.37 -2.58
H 6.62 2.69 -1.39
H 2.90 -0.26 0.37
H 4.59 -1.94 2.07
H 6.99 -2.32 2.58
H 8.75 -1.08 1.38
H 8.15 0.56 -0.39
Cl -2.29 -1.18 -4.58
C -2.07 0.51 -4.02
Cl -2.55 1.63 -5.31
C -0.61 0.72 -3.50
O 0.09 1.56 -4.04
O -0.36 -0.05 -2.52
H -2.76 0.65 -3.19
*
```



Record 2
Here is a structure of composition C37H27Cl2NOPPtTe in a non-equilibrium geometry from the Open Molecules 2025 dataset. Energies are from ωB97M-V/def2-TZVPD.

Output
LUMO level (alpha / beta) = -0.143 / -0.195 Ha
E = -87206.0622 eV
gap between HOMO and LUMO (alpha / beta) = 5.40 / 5.31 eV

```
! wB97M-V def2-TZVPD RIJCOSX def2/J DEFGRID3
* xyz 1 5
Pt -1.69 0.41 0.17
O -3.38 -0.80 2.24
C -2.59 -1.12 1.40
C -2.18 -2.55 1.14
C -2.82 -3.62 1.79
C -2.60 -4.93 1.40
C -1.84 -5.19 0.27
C -1.09 -4.15 -0.31
C -1.27 -2.82 0.07
P -0.44 -1.43 -0.62
C -0.28 -1.89 -2.42
C -1.19 -1.47 -3.37
C -1.38 -2.29 -4.50
C -0.55 -3.43 -4.73
C 0.40 -3.80 -3.74
C 0.59 -2.95 -2.64
C 1.24 -1.38 -0.10
C 1.97 -2.41 0.56
C 3.26 -2.19 0.93
C 3.95 -0.84 0.64
C 3.12 0.16 -0.10
C 1.85 -0.19 -0.51
H -3.51 -3.28 2.54
H -3.26 -5.70 1.84
H -1.87 -6.17 -0.25
H -0.37 -4.46 -1.13
H -1.75 -0.59 -3.12
H -2.08 -1.98 -5.31
H -0.65 -3.94 -5.74
H 0.97 -4.74 -3.89
H 1.51 -3.11 -2.09
H 1.53 -3.41 0.72
H 3.76 -2.92 1.52
H 4.77 -1.03 -0.05
H 3.48 1.20 -0.34
H 1.29 0.55 -1.17
Cl -3.46 2.70 0.46
C -4.17 2.35 -1.10
C -4.61 3.41 -1.81
C -4.86 3.23 -3.20
C -4.80 1.96 -3.78
C -4.48 0.85 -2.97
Cl -4.82 -0.75 -3.49
C -3.86 1.08 -1.67
N -3.06 0.16 -1.22
H -4.73 4.39 -1.34
H -5.08 4.10 -3.84
H -5.03 1.76 -4.82
Te -0.38 1.43 2.23
C 4.60 -0.17 1.86
C 4.52 -0.81 3.10
C 5.23 -0.25 4.18
C 6.02 0.88 4.00
C 6.06 1.53 2.77
C 5.31 1.05 1.70
C -0.43 3.55 2.00
C -0.93 4.37 3.02
C -0.64 5.71 3.05
C -0.05 6.28 1.89
C 0.44 5.45 0.86
C 0.33 4.09 1.01
H 3.78 -1.57 3.34
H 5.04 -0.63 5.17
H 6.50 1.34 4.90
H 6.58 2.48 2.66
H 5.33 1.50 0.67
H -1.58 3.84 3.71
H -0.95 6.44 3.74
H -0.07 7.36 1.74
H 0.71 5.95 -0.08
H 0.68 3.41 0.20
*
```



Record 3
Here is a structure of composition C37H28Br2N2O4P2ReS2 in a non-equilibrium geometry from the Open Molecules 2025 dataset. Energies are from ωB97M-V/def2-TZVPD.

Output
LUMO level (alpha / beta) = -0.053 / -0.045 Ha
E = -232459.4541 eV
gap between HOMO and LUMO (alpha / beta) = 6.11 / 6.09 eV

```
! wB97M-V def2-TZVPD RIJCOSX def2/J DEFGRID3
* xyz 0 2
Re 0.08 0.33 -2.02
S -2.39 0.84 -1.46
P -1.66 0.65 0.43
C 0.05 0.47 0.05
P 1.33 1.20 1.06
S 1.93 2.97 0.49
C 0.84 1.21 2.82
C 0.77 2.42 3.50
C 0.53 2.45 4.86
C 0.36 1.26 5.56
C 0.41 0.04 4.89
C 0.66 0.02 3.52
C 2.67 -0.04 0.98
C 3.99 0.38 1.16
C 5.02 -0.53 1.03
C 4.75 -1.85 0.71
C 3.44 -2.27 0.53
C 2.40 -1.37 0.68
C -2.10 1.99 1.56
C -1.94 3.30 1.11
C -2.20 4.34 1.98
C -2.61 4.08 3.28
C -2.75 2.77 3.73
C -2.50 1.72 2.87
C -2.40 -0.86 1.12
C -1.63 -1.87 1.66
C -2.23 -3.04 2.11
C -3.60 -3.20 2.01
C -4.38 -2.18 1.47
C -3.78 -1.02 1.02
H 0.92 3.34 2.94
H 0.49 3.39 5.39
H 0.20 1.28 6.63
H 0.29 -0.88 5.44
H 0.72 -0.93 3.00
H 4.18 1.42 1.38
H 6.05 -0.20 1.15
H 5.57 -2.55 0.58
H 3.24 -3.30 0.28
H 1.38 -1.68 0.53
H -1.61 3.48 0.10
H -2.09 5.36 1.64
H -2.83 4.90 3.95
H -3.06 2.58 4.74
H -2.60 0.69 3.20
H -0.55 -1.75 1.72
H -1.62 -3.83 2.54
H -4.07 -4.12 2.34
H -5.45 -2.31 1.38
H -4.38 -0.23 0.57
O 3.88 1.79 -2.84
C 2.73 1.54 -2.61
O 2.19 0.42 -2.25
C 1.60 2.71 -2.82
O 1.94 3.75 -3.31
O 0.43 2.30 -2.45
Br -2.80 -4.71 -1.56
C -1.16 -3.82 -1.79
C 0.02 -4.53 -1.95
C 1.19 -3.80 -2.09
C 1.14 -2.42 -2.07
N -0.01 -1.73 -1.94
C -1.14 -2.44 -1.79
H 0.02 -5.61 -1.95
H 2.14 -4.30 -2.21
H 2.05 -1.83 -2.14
H -2.06 -1.87 -1.67
Br 0.13 0.96 -8.84
C 0.05 0.68 -6.97
C 1.00 -0.10 -6.35
C 0.91 -0.27 -4.98
N -0.07 0.27 -4.24
C -0.99 1.02 -4.86
C -0.97 1.25 -6.22
H 1.81 -0.56 -6.90
H 1.64 -0.86 -4.45
H -1.76 1.44 -4.24
H -1.73 1.86 -6.68
*
```



Record 4
Here is a structure of composition C37H28BrCrN6O2P2SSe2 from the Open Molecules 2025 dataset. Energies are from ωB97M-V/def2-TZVPD.

Output
LUMO level (alpha / beta) = 0.080 / 0.080 Ha
E = -310435.5926 eV
gap between HOMO and LUMO (alpha / beta) = 7.08 / 7.75 eV

```
! wB97M-V def2-TZVPD RIJCOSX def2/J DEFGRID3
* xyz -1 5
Cr -0.23 2.64 -2.05
Se -2.88 -0.41 3.61
P -0.86 -0.47 3.01
C -0.25 -2.17 2.77
C -1.06 -3.24 3.13
C -0.55 -4.53 3.12
C 0.78 -4.76 2.78
C 1.58 -3.69 2.40
C 1.07 -2.40 2.38
C 0.29 0.17 4.27
C -0.14 0.25 5.59
C 0.74 0.67 6.58
C 2.05 1.02 6.26
C 2.47 0.95 4.93
C 1.60 0.54 3.94
C -0.46 0.51 1.53
C -0.42 0.40 0.14
N -0.14 1.64 -0.31
N -0.01 2.47 0.72
N -0.20 1.82 1.83
P -0.76 -0.81 -1.17
Se -0.10 -0.15 -3.08
C 0.11 -2.37 -0.83
C -0.55 -3.57 -0.63
C 0.16 -4.77 -0.63
C 1.53 -4.76 -0.85
C 2.20 -3.55 -1.04
C 1.50 -2.36 -1.02
C -2.53 -1.17 -1.07
C -3.34 -0.95 -2.18
C -4.71 -1.17 -2.08
C -5.26 -1.61 -0.89
C -4.45 -1.84 0.22
C -3.09 -1.62 0.13
H -2.08 -3.04 3.43
H -1.18 -5.37 3.40
H 1.18 -5.76 2.78
H 2.61 -3.86 2.12
H 1.70 -1.57 2.08
H -1.16 -0.01 5.83
H 0.40 0.73 7.61
H 2.73 1.36 7.03
H 3.48 1.25 4.66
H 1.93 0.54 2.91
H -1.63 -3.58 -0.49
H -0.36 -5.70 -0.48
H 2.08 -5.70 -0.88
H 3.27 -3.54 -1.22
H 2.01 -1.42 -1.22
H -2.90 -0.58 -3.09
H -5.35 -0.98 -2.94
H -6.34 -1.77 -0.81
H -4.88 -2.15 1.17
H -2.47 -1.78 1.00
Br 5.72 -1.98 -1.68
C 4.54 -0.59 -1.13
C 4.09 -0.57 0.17
N 3.28 0.39 0.62
C 2.90 1.35 -0.25
C 3.31 1.38 -1.57
C 4.16 0.39 -2.02
C 2.90 2.48 -2.53
O 3.72 2.79 -3.39
O 1.71 2.94 -2.42
H 4.38 -1.35 0.87
H 2.24 2.12 0.13
H 4.51 0.40 -3.04
C -3.16 6.86 -5.38
C -2.27 5.88 -4.66
C -0.89 5.94 -4.81
C -0.16 4.98 -4.15
N -0.76 4.05 -3.42
C -2.12 4.07 -3.28
S -2.69 2.84 -2.21
N -2.89 4.97 -3.92
H -2.69 7.84 -5.46
H -4.11 6.94 -4.86
H -3.36 6.50 -6.40
H -0.40 6.70 -5.41
H 0.92 4.91 -4.20
*
```



Record 5
Here is a structure of composition C37H28BrIrN6O5 in a non-equilibrium geometry from the Open Molecules 2025 dataset. Energies are from ωB97M-V/def2-TZVPD.

Output
LUMO level (alpha / beta) = -0.134 / -0.181 Ha
E = -130879.7397 eV
gap between HOMO and LUMO (alpha / beta) = 6.70 / 5.40 eV

```
! wB97M-V def2-TZVPD RIJCOSX def2/J DEFGRID3
* xyz 1 2
Ir -0.06 0.98 -0.65
C 2.09 2.85 1.43
C 2.71 2.08 0.30
C 4.10 2.07 0.19
C 4.72 1.53 -0.91
C 3.92 1.09 -1.96
C 2.56 1.11 -1.80
N 1.95 1.50 -0.64
C 1.64 0.78 -2.91
C 2.00 0.57 -4.23
C 1.00 0.30 -5.15
C -0.33 0.22 -4.75
C -0.63 0.44 -3.41
N 0.36 0.75 -2.57
C -1.95 0.30 -2.77
C -3.06 -0.02 -3.54
C -4.27 -0.22 -2.91
C -4.32 -0.11 -1.54
C -3.18 0.21 -0.81
C -3.30 0.30 0.67
N -2.00 0.43 -1.42
H 2.80 3.61 1.75
H 1.88 2.19 2.27
H 1.18 3.34 1.09
H 4.68 2.51 0.99
H 5.80 1.50 -0.99
H 4.36 0.74 -2.88
H 3.03 0.62 -4.55
H 1.25 0.14 -6.19
H -1.10 -0.02 -5.47
H -2.97 -0.11 -4.61
H -5.16 -0.47 -3.48
H -5.24 -0.28 -1.00
H -4.29 -0.04 0.98
H -3.17 1.32 1.01
H -2.55 -0.35 1.13
O -1.71 -1.67 3.47
C -0.58 -2.41 3.41
C -0.68 -3.73 3.86
C 0.41 -4.57 3.84
C 1.65 -4.10 3.38
C 1.76 -2.80 2.93
C 0.67 -1.93 2.94
C 0.84 -0.62 2.29
O 1.91 -0.20 1.88
N -0.35 0.16 2.25
N -0.44 1.17 1.40
C -1.06 2.22 1.91
C -1.48 3.38 1.25
C -2.20 4.33 2.04
C -2.65 5.50 1.52
C -2.39 5.80 0.16
C -1.70 4.93 -0.64
C -1.23 3.69 -0.13
O -0.57 2.94 -0.94
H -1.53 -0.82 3.04
H -1.65 -4.07 4.20
H 0.31 -5.58 4.19
H 2.51 -4.76 3.37
H 2.74 -2.37 2.77
H -1.28 2.15 2.98
H -2.38 4.09 3.08
H -3.20 6.21 2.13
H -2.74 6.73 -0.26
H -1.50 5.16 -1.67
Br 0.44 -7.29 -0.52
C 1.08 -5.53 -0.25
C 2.42 -5.33 0.03
N 2.93 -4.13 0.29
C 2.10 -3.10 0.26
C 0.76 -3.20 -0.10
C 0.23 -4.45 -0.33
C -0.07 -1.95 -0.16
O -1.25 -1.93 0.17
O 0.60 -0.93 -0.61
H 3.10 -6.17 0.04
H 2.52 -2.11 0.40
H -0.82 -4.57 -0.56
*
```



Record 6
Here is a structure of composition C37H28CsOP2S4 from the Open Molecules 2025 dataset. Energies are from ωB97M-V/def2-TZVPD.

Output
LUMO level = 0.062 Ha
E = -103338.3658 eV
gap between HOMO and LUMO = 3.96 eV

```
! wB97M-V def2-TZVPD RIJCOSX def2/J DEFGRID3
* xyz -1 1
Cs -0.44 -0.72 0.45
O -0.65 2.77 -0.67
S 0.33 2.36 0.37
C 0.40 3.66 1.63
C 0.37 4.98 1.21
C 0.50 6.00 2.15
C 0.66 5.67 3.49
C 0.64 4.35 3.90
C 0.48 3.32 2.98
P 0.19 1.54 3.42
C 0.48 1.61 5.25
C -0.53 1.73 6.19
C -0.23 1.79 7.55
C 1.09 1.75 7.98
C 2.11 1.62 7.04
C 1.81 1.55 5.69
C -1.63 1.53 3.33
C -2.44 2.66 3.41
C -3.82 2.54 3.34
C -4.41 1.30 3.18
C -3.62 0.16 3.11
C -2.24 0.28 3.19
C 1.97 2.74 -0.32
C 1.99 3.66 -1.37
C 3.21 4.04 -1.90
C 4.39 3.50 -1.40
C 4.34 2.56 -0.39
C 3.12 2.14 0.16
P 3.02 0.74 1.36
C 4.12 1.30 2.71
C 4.62 0.36 3.60
C 5.32 0.75 4.73
C 5.51 2.10 5.00
C 5.00 3.05 4.12
C 4.31 2.65 2.98
C 4.05 -0.47 0.43
C 3.36 -1.20 -0.53
C 4.01 -2.16 -1.30
C 5.36 -2.40 -1.10
C 6.06 -1.67 -0.15
C 5.41 -0.71 0.62
H 0.25 5.21 0.16
H 0.47 7.03 1.84
H 0.77 6.46 4.23
H 0.72 4.11 4.96
H -1.57 1.76 5.87
H -1.03 1.87 8.27
H 1.32 1.80 9.03
H 3.14 1.58 7.36
H 2.61 1.44 4.97
H -2.00 3.65 3.51
H -4.44 3.43 3.38
H -5.49 1.21 3.09
H -4.06 -0.81 2.93
H -1.64 -0.62 3.14
H 1.05 4.03 -1.75
H 3.24 4.75 -2.72
H 5.34 3.80 -1.81
H 5.26 2.10 -0.03
H 4.45 -0.70 3.42
H 5.71 0.00 5.41
H 6.06 2.42 5.88
H 5.13 4.11 4.33
H 3.91 3.41 2.31
H 2.30 -1.01 -0.69
H 3.45 -2.71 -2.04
H 5.87 -3.15 -1.69
H 7.11 -1.85 0.01
H 5.97 -0.15 1.36
S -4.56 -2.37 -2.02
C -3.06 -2.22 -1.23
S -2.98 -2.45 0.50
S -1.63 -1.85 -2.14
*
```